# 1
# C6H13ClN4OS

A gas-phase ion, C6H13ClN4OS (charge +2) at a distorted geometry (ωB97M-V/def2-TZVPD, the Open Molecules 2025 dataset).

Output
LUMO level: -7.51 eV
net charge: +2
gap between HOMO and LUMO: 0.37579 Ha

Last column: Mulliken charge in e.
CARTESIAN COORDINATES (ANGSTROEM)
C1 -0.1516 -1.3591 0.6538  0.73
C2 1.4008 0.2782 0.0087  0.53
C3 -0.9532 -0.2279 1.3460  -1.26
C4 -0.9207 0.8848 0.3298  0.53
C5 2.9177 1.8783 -0.9217  -0.97
C6 -3.1891 -0.3368 -1.0308  -0.70
N1 1.1951 -1.0218 0.3734  -0.31
N2 0.4443 1.2017 0.0388  -0.29
N3 -0.3069 -2.5972 1.0741  -0.39
N4 2.5732 0.6534 -0.3392  -0.10
O1 -0.8349 -1.2466 -0.8612  -0.36
S1 -1.4772 0.0226 -1.3245  0.39
Cl1 -1.7321 2.3784 0.8896  -0.06
H1 -1.9701 -0.3690 1.5862  0.49
H2 -0.5283 0.0306 2.3043  0.37
H3 2.1719 2.1392 -1.8180  0.33
H4 3.7796 1.8124 -1.6027  0.34
H5 3.1423 2.7670 -0.2016  0.34
H6 -3.1183 -0.4492 0.0865  0.16
H7 -3.7049 -1.1674 -1.5111  0.38
H8 -3.7085 0.5853 -1.2418  0.40
H9 1.8391 -1.7681 0.0081  0.36
H10 0.6317 2.1853 0.0119  0.34
H11 -1.1726 -2.9768 1.4885  0.28
H12 0.3451 -3.3176 0.8439  0.20
H13 3.3275 0.0200 -0.1911  0.27

Cartesian forces, eV/Å:
-0.852 0.210 0.844
-0.021 -0.424 0.504
0.988 0.016 -1.060
-0.423 1.013 0.524
-0.248 4.030 -2.918
0.085 0.989 2.091
0.007 0.156 -0.202
-1.003 -0.271 0.036
-1.006 -1.448 1.134
1.751 -0.769 -0.040
1.473 -2.615 -0.382
-1.474 1.931 -0.298
0.212 -1.090 -0.717
-1.171 -1.219 0.113
0.673 0.374 0.060
0.908 -0.144 2.427
0.246 -0.509 0.880
-0.772 -1.632 -1.169
-0.993 -0.265 -1.130
0.743 -0.140 -0.280
-0.431 0.358 -0.081
-0.943 1.157 0.494
0.647 0.375 -0.284
0.672 0.781 -0.448
0.418 -0.258 -0.208
0.516 -0.608 0.109



# 2
# C6H13ClNO

A gas-phase ion, C6H13ClNO (charge +1) at a distorted geometry (ωB97M-V/def2-TZVPD, the Open Molecules 2025 dataset).

Output
structure (SMILES): CC(=O)[C@H](Cl)[N+](C)(C)C
LUMO level: -3.35 eV
net charge: +1
gap between HOMO and LUMO: 0.39458 Ha

Last column: Mulliken charge in e.
CARTESIAN COORDINATES (ANGSTROEM)
C1 1.1177 1.4553 -0.4140  0.57
C2 1.7119 2.0391 -1.6915  -1.04
C3 0.7337 -1.3697 0.8514  -0.97
C4 -0.9377 0.0512 1.5625  -0.94
C5 -1.5182 -1.6039 -0.1035  -0.66
C6 -0.0280 0.2563 -0.6977  -0.54
N1 -0.4366 -0.6724 0.3789  0.06
O1 1.2150 1.7350 0.7564  -0.51
Cl1 -1.4121 1.3905 -1.2095  -0.08
H1 2.6155 2.6069 -1.5695  0.40
H2 0.8314 2.8275 -1.7558  0.31
H3 1.4920 1.3378 -2.5601  0.27
H4 1.2214 -2.0141 0.0014  0.35
H5 1.4446 -0.6426 1.1809  0.44
H6 0.4989 -1.9189 1.7941  0.44
H7 -1.0140 -0.7120 2.4587  0.42
H8 -0.3776 0.8830 1.8770  0.38
H9 -1.9739 0.3484 1.3472  0.40
H10 -2.4850 -1.3064 0.1333  0.34
H11 -1.4582 -1.7640 -1.2388  0.28
H12 -1.3344 -2.5817 0.4344  0.37
H13 0.0934 -0.3453 -1.5360  0.70

Cartesian forces, eV/Å:
-0.466 -2.313 1.166
-4.200 0.370 0.451
2.354 -2.597 -0.616
-3.048 -1.849 2.495
2.015 -2.715 -1.408
-0.477 3.403 -0.310
-1.010 1.282 0.343
0.803 0.493 -1.612
0.414 -1.136 0.490
0.504 -0.281 -0.117
1.778 -0.932 -0.524
1.019 1.044 1.056
-1.086 1.013 1.762
0.535 0.556 -0.070
-0.006 -0.128 -1.227
0.184 1.456 -1.884
0.962 0.737 -0.037
0.479 0.158 0.128
-1.463 1.086 0.464
0.155 0.219 1.777
-0.214 1.022 -0.782
0.768 -0.890 -1.547



# 3
# C6H13FeMgO5

A molecular structure, C6H13FeMgO5 at a distorted geometry (ωB97M-V/def2-TZVPD, the Open Molecules 2025 dataset).

Output
LUMO level (alpha / beta): -12.73 / -15.45 eV
net charge: +3
gap between HOMO and LUMO (alpha / beta): 0.27581 / 0.26195 Ha
multiplicity: 7

Last column: Mulliken spin population.
CARTESIAN COORDINATES (ANGSTROEM)
O1 -0.8242 1.1620 0.5226  0.25
C1 -0.6793 2.3376 1.3065  0.01
C2 0.7793 2.7485 1.3962  0.02
O2 1.3346 2.7030 0.0753  0.05
C3 2.6665 3.2099 -0.0076  -0.02
Fe1 0.5569 1.1697 -0.9645  5.43
H1 -1.0746 2.1830 2.3209  0.01
H2 -1.2671 3.1326 0.8268  0.01
H3 1.3579 2.0655 2.0380  0.00
H4 0.8660 3.7704 1.7914  0.01
H5 3.0679 2.9278 -0.9863  0.03
H6 2.6458 4.3035 0.0836  0.02
H7 3.2817 2.7755 0.7929  0.00
O3 0.7053 -0.5700 0.1229  0.11
C4 -0.1842 -0.3050 1.0606  0.02
O4 -1.2572 -1.1293 1.1871  0.00
C5 -1.1515 -2.4585 0.7528  -0.01
O5 -1.1596 -2.5407 -0.6593  -0.02
C6 -2.4575 -2.3781 -1.2653  0.01
Mg1 0.4903 -1.6937 -1.5447  0.07
H8 0.2412 -0.0448 2.0401  0.01
H9 -2.0297 -2.9834 1.1439  0.00
H10 -0.2307 -2.9157 1.1328  0.00
H11 -2.3139 -2.4326 -2.3496  0.00
H12 -3.1081 -3.1983 -0.9405  0.00
H13 -2.8785 -1.4015 -0.9918  0.00

Cartesian forces, eV/Å:
1.185 -1.663 -1.348
-0.062 1.342 0.922
-0.392 0.021 1.415
-1.301 -1.401 -0.980
1.741 0.493 -0.296
-0.154 0.854 1.234
0.003 -0.081 -0.251
-0.012 -0.346 0.024
-0.009 0.262 -0.166
0.023 -0.218 -0.117
-0.047 0.157 0.160
-0.132 -0.234 -0.046
-0.219 0.088 -0.192
0.819 0.326 -1.614
-1.766 0.004 1.979
0.547 1.508 -0.129
-0.104 -0.887 0.393
1.580 0.319 -0.494
-1.094 0.085 -0.506
-0.609 -0.822 0.371
-0.129 0.195 -0.258
0.214 0.180 0.023
-0.149 -0.019 -0.195
-0.113 -0.077 0.204
0.138 0.223 -0.109
0.043 -0.310 -0.021



The records above give, respectively, electronic energy values of -1388.4175; -826.2790; -2075.1476 Ha.